(1)
DFT (ωB97M-V/def2-TZVPD) results for a structure of composition C40H42AsF5O7PS6SbSn at a distorted geometry.

E_HOMO (spin up / spin down): -1.4 / -1.4 eV
HOMO-LUMO gap (spin up / spin down): 4.50 / 4.30 eV

Geometry as ORCA input:
```
! wB97M-V def2-TZVPD RIJCOSX def2/J DEFGRID3
* xyz -2 1
Sn 0.05540 0.82060 0.18750
O -2.55740 0.57300 2.14870
S -1.28300 1.13200 3.11180
O -1.79290 0.93580 4.43340
O -0.24430 0.35250 2.53220
C -1.58510 2.80050 2.51890
C -2.86100 3.25420 2.23220
C -3.03400 4.55980 1.78820
C -1.94450 5.40480 1.63950
C -0.66830 4.94690 1.93490
C -0.51240 3.64910 2.38270
S 0.95700 2.79590 2.87550
O 0.36120 2.05080 3.98700
O 1.96750 3.73400 3.27360
O 1.31700 2.03400 1.71020
H -3.70730 2.59620 2.34210
H -4.03070 4.90190 1.54670
H -2.08400 6.41380 1.27670
H 0.20840 5.56630 1.82100
S -2.68940 1.03010 -3.86840
Sb -0.66400 1.25590 -2.84110
S -0.64110 2.84630 -0.88680
S 0.49780 -0.66480 -2.40350
S 0.63820 2.38650 -4.38060
F -1.78590 -2.39200 -0.41470
C -0.78100 -2.19170 0.54250
F -1.51410 -1.90460 1.68020
C -0.20650 -3.57960 0.81460
F -1.13150 -4.55600 1.07130
F 0.52840 -4.07720 -0.19020
F 0.59450 -3.57040 1.89450
O -2.06730 0.20860 -0.82190
As -3.59070 -0.19160 -0.41280
C -4.07880 -0.99870 1.26340
C -4.90610 -2.07910 1.38130
C -5.03910 -2.73650 2.60760
C -4.11340 -2.44190 3.63050
C -3.30490 -1.35790 3.56410
C -3.57360 -0.33340 2.50850
C -4.62360 1.46770 -0.31480
C -5.70830 1.55210 0.55060
C -6.40800 2.73840 0.68980
C -6.03500 3.85060 -0.04780
C -4.96390 3.77090 -0.92280
C -4.25380 2.58740 -1.04690
C -4.48500 -1.24310 -1.79970
C -4.38160 -2.62670 -1.87120
C -5.08800 -3.32560 -2.83720
C -5.88840 -2.65050 -3.74210
C -5.97690 -1.27070 -3.68690
C -5.28270 -0.56940 -2.71650
H -5.40560 -2.46850 0.49930
H -5.70930 -3.57640 2.69960
H -4.00520 -3.14730 4.44190
H -2.52280 -1.14760 4.26910
H -4.40930 0.29650 2.92370
H -6.00280 0.68280 1.12840
H -7.24630 2.79640 1.37400
H -6.58240 4.77850 0.06700
H -4.67990 4.63270 -1.50990
H -3.41440 2.53490 -1.73140
H -3.75420 -3.16100 -1.17100
H -5.02290 -4.40440 -2.87810
H -6.45090 -3.20060 -4.48490
H -6.59530 -0.74020 -4.39660
H -5.34380 0.51130 -2.67840
C 3.48360 -2.28410 0.09810
C 4.30330 -1.09450 -0.41380
C 4.51390 -1.29180 -1.91160
C 5.64580 -1.05230 0.31840
P 3.18230 0.43100 -0.09610
C 3.33880 0.49750 1.72210
C 2.41310 -0.32060 2.36730
C 2.21240 -0.23060 3.72480
C 2.93990 0.68150 4.46960
C 3.89690 1.46260 3.84990
C 4.10330 1.36890 2.48400
C 4.01010 1.96440 -0.87670
C 3.63210 1.92900 -2.36340
C 5.52870 2.11530 -0.74960
C 3.31140 3.19000 -0.27900
H 3.90560 -3.22050 -0.27210
H 2.45440 -2.20360 -0.26560
H 3.48320 -2.32260 1.18530
H 4.98820 -2.25880 -2.09690
H 5.15890 -0.52260 -2.32760
H 3.55320 -1.26850 -2.42320
H 6.12480 -2.03270 0.26350
H 5.50260 -0.80020 1.36790
H 6.32700 -0.32990 -0.12310
H 1.76900 -0.96320 1.77740
H 1.43360 -0.81350 4.19100
H 2.73300 0.80470 5.52390
H 4.46070 2.18490 4.42680
H 4.83650 2.01670 2.02560
H 4.27450 1.27560 -2.94500
H 3.68770 2.92980 -2.78780
H 2.60750 1.57840 -2.48940
H 6.04050 1.38010 -1.36590
H 5.87280 2.01460 0.27610
H 5.82060 3.10600 -1.10600
H 2.28210 3.22890 -0.63840
H 3.82330 4.10390 -0.59140
H 3.27210 3.16900 0.80620
*
```

(2)
DFT (ωB97M-V/def2-TZVPD) results for a cluster of 3 separate species, C40H44BF3O6 in total at a distorted geometry.

SMILES: Cc1cccc(CC2=C(C[C@@H](C)F)C(=O)c3c(CCCO)cc(CCCO)c(CB(O)O)c3C2=O)c1.Fc1ccccc1.Fc1ccccc1
E_HOMO: -8.9 eV
HOMO-LUMO gap: 8.27 eV

Geometry as ORCA input:
```
! wB97M-V def2-TZVPD RIJCOSX def2/J DEFGRID3
* xyz 0 1
C 2.41643 1.97064 5.96720
C 3.34593 1.98106 4.76746
C 4.63759 1.46077 4.76800
C 5.39803 1.53485 3.63198
C 4.92202 2.08580 2.45199
C 3.63778 2.58916 2.43440
C 2.96021 3.19134 1.21181
C 1.75529 2.40565 0.70856
C 0.70720 3.02560 0.16476
C 0.56283 4.53366 -0.00417
C 1.62739 5.18328 -0.89455
C 1.99272 4.34212 -2.12205
F 1.13495 6.40485 -1.36382
C -0.45522 2.20494 -0.36684
O -1.61161 2.57577 -0.27168
C -0.04572 0.88262 -0.98857
C -0.71192 0.35286 -2.08262
C -1.90276 1.05794 -2.69269
C -3.20311 0.58942 -1.95448
C -4.33403 1.60858 -2.09527
O -5.45230 1.16183 -1.30705
C -0.23538 -0.84716 -2.58757
C 0.84620 -1.49727 -2.03854
C 1.22592 -2.81833 -2.70131
C 0.78211 -4.06010 -1.84969
C 1.94779 -4.84965 -1.21908
O 1.75857 -6.25796 -1.33082
C 1.52979 -0.96745 -0.93759
C 2.74134 -1.66561 -0.35950
B 3.99045 -1.71160 -1.36535
O 3.84686 -1.06832 -2.56297
O 5.16808 -2.39720 -1.05617
C 1.04849 0.22663 -0.42107
C 1.68356 0.88791 0.79574
O 2.05682 0.25386 1.76257
C 2.87823 2.52664 3.58999
H 1.79111 1.06918 5.98838
H 1.70956 2.80053 5.82024
H 2.92056 2.16224 6.91847
H 5.02081 0.99933 5.67614
H 6.41340 1.13986 3.60398
H 5.53517 2.13034 1.55307
H 3.66087 3.33795 0.37406
H 2.65685 4.20640 1.50329
H -0.40636 4.74620 -0.47761
H 0.49138 4.99499 0.99295
H 2.55671 5.39133 -0.35245
H 1.09015 4.03271 -2.66456
H 2.58666 3.45880 -1.86187
H 2.62289 4.97006 -2.76430
H -1.98526 0.81763 -3.75991
H -1.84533 2.14597 -2.59365
H -3.49102 -0.36003 -2.43006
H -2.94080 0.39072 -0.90761
H -4.03681 2.60984 -1.76052
H -4.67309 1.63042 -3.13865
H -5.12660 0.51890 -0.66995
H -0.77545 -1.27634 -3.43164
H 2.27742 -2.87083 -2.99480
H 0.64895 -2.89705 -3.63193
H 0.10141 -3.73281 -1.05409
H 0.21508 -4.75805 -2.47704
H 1.93999 -4.62705 -0.13572
H 2.94304 -4.53399 -1.57272
H 2.09449 -6.64316 -0.51348
H 2.48036 -2.69240 -0.07431
H 3.11931 -1.19008 0.55313
H 4.58145 -1.26181 -3.16039
H 5.57668 -1.93031 -0.31569
H 1.86146 2.92705 3.57079
F 1.86929 -7.49616 1.22174
C 0.87291 -8.11227 1.89953
C -0.29577 -7.42242 2.14672
C -1.31782 -8.05669 2.83762
C -1.15285 -9.36328 3.27813
C 0.03286 -10.03902 3.02323
C 1.05386 -9.41213 2.32363
H -0.40101 -6.40206 1.80113
H -2.24310 -7.53108 3.03267
H -1.95013 -9.85471 3.82049
H 0.16348 -11.05568 3.36951
H 1.98242 -9.92417 2.10738
F -9.37589 6.24077 -3.22435
C -8.39021 5.62280 -2.54315
C -8.28659 4.24694 -2.60688
C -7.26798 3.61163 -1.90894
C -6.37676 4.35929 -1.15041
C -6.49865 5.74151 -1.09385
C -7.50880 6.38114 -1.79888
H -8.99702 3.68281 -3.19730
H -7.16936 2.53656 -1.95407
H -5.58716 3.86131 -0.60301
H -5.80615 6.32335 -0.49933
H -7.61509 7.45792 -1.77408
*
```

no.,molecular weight (g/mol)
1,1268.5
2,688.6